Density functional theory data (ωB97M-V/def2-TZVPD) for C5H7NO3S in the gas phase.

As for the SMILES: CCN1C(=O)C=CS1(=O)=O. As for the frontier orbital gap: 9.90 eV. As for the highest occupied orbital energy: -10.26 eV. The charge is 0. Its LUMO energy is -0.3659 eV.

Each line ends with the natural charge from an NBO analysis.
CARTESIAN COORDINATES (ANGSTROEM)
C 1.53599 1.52182 -0.78626  -0.2514
C 0.38834 2.08681 -1.15005  -0.4121
C 1.49054 0.08598 -0.21444  0.6751
C -0.78588 -1.29434 1.63578  -0.6369
C -0.36015 -1.57289 0.21768  -0.2215
N 0.10709 -0.32226 -0.34488  -0.7090
O 2.30018 -0.55510 0.39329  -0.5324
O -1.44270 0.45014 -2.22372  -0.8997
O -1.77290 1.30082 0.09014  -0.9183
S -0.91215 0.85367 -0.95364  2.2996
H 2.44180 2.21822 -0.72869  0.2449
H 0.34151 3.00878 -1.50302  0.2381
H -1.40318 -0.35118 1.53493  0.2401
H -1.24612 -2.19547 1.93072  0.2133
H -0.02123 -1.08504 2.40599  0.2215
H 0.52019 -2.20298 0.10469  0.2302
H -1.18133 -1.94699 -0.40855  0.2183

=====

Density functional theory data (ωB97M-V/def2-TZVPD) for 2 unconnected molecules or ions with the total composition C2H2ClNO.

As for the frontier orbital gap (spin up / spin down): 10.47 / 7.07 eV. As for the highest occupied orbital energy (spin up / spin down): -12.11 / -9.31 eV. The charge is 0. Its LUMO energy (spin up / spin down) is -1.6385 / -2.2374 eV.

Each line ends with the natural charge from an NBO analysis.
CARTESIAN COORDINATES (ANGSTROEM)
C 1.85804 1.47310 0.13316  0.1657
C 1.68164 0.17349 0.55756  -0.2842
N 1.97801 2.51569 -0.35398  -0.2330
O -0.98758 0.76567 -0.69325  -0.4258
Cl 2.32488 -1.06402 -0.33958  0.1352
H 0.95686 0.04325 1.36903  0.2366
H -1.36700 0.11133 -0.11628  0.4056

=====

Density functional theory data (ωB97M-V/def2-TZVPD) for C4H7IO in the gas phase.

As for the SMILES: OC1(CI)CC1. As for the frontier orbital gap: 9.73 eV. As for the highest occupied orbital energy: -9.16 eV. The charge is 0. Its LUMO energy is 0.5740 eV.

Each line ends with the natural charge from an NBO analysis.
CARTESIAN COORDINATES (ANGSTROEM)
C -0.89204 -0.45981 -0.91292  -0.4342
C -1.33824 0.14564 0.49019  -0.4185
C 0.08016 0.32914 -0.04285  0.1606
C 1.11416 -0.48733 0.60696  -0.5213
O 0.44514 1.66525 -0.30277  -0.6913
I 3.13133 -0.00179 -0.02871  0.0555
H -0.72471 -1.52255 -0.76338  0.2263
H -1.22153 0.03479 -1.83845  0.2266
H -1.98261 0.96192 0.71772  0.2348
H -1.29771 -0.62816 1.19133  0.2004
H 1.15867 -1.59766 0.38778  0.2430
H 1.25159 -0.25641 1.76116  0.2394
H 0.27579 1.81697 -1.26606  0.4787

=====

Density functional theory data (ωB97M-V/def2-TZVPD) for C4H7NO2 in the gas phase.

As for the SMILES: CN1C[C@@H]1OC=O. As for the frontier orbital gap: 10.06 eV. As for the highest occupied orbital energy: -9.11 eV. The charge is 0. Its LUMO energy is 0.9526 eV.

Each line ends with the natural charge from an NBO analysis.
CARTESIAN COORDINATES (ANGSTROEM)
C -0.61326 -1.13726 0.99077  -0.2573
C -1.23467 0.99446 -0.02894  -0.4088
N -0.74191 -0.35219 -0.24061  -0.4613
C 1.75216 0.64670 -0.82211  0.6335
C 0.48290 -1.11965 -0.03814  0.2172
O 2.37143 1.68132 -0.65727  -0.5162
O 1.57564 -0.28117 0.26337  -0.5227
H 1.59903 0.17440 -1.80326  0.1315
H -1.20575 -2.04072 1.06868  0.1945
H -0.42662 -0.63524 1.93257  0.1992
H 0.60760 -1.98667 -0.68267  0.1952
H -0.96613 1.62096 -0.88500  0.2018
H -0.87202 1.45293 0.89805  0.1816
H -2.32841 0.98211 0.00456  0.2118

=====

Energy above the lowest of the compared OMol25 structures with the same formula, charge and spin / kcal per mole: 24.1 84.7 34.9 75.3
Strongest force on any atom / hartree/bohr: 0.12165 0.03260 0.07574 0.07427